# 1
The following is a DFT calculation (wB97M-V/def2-TZVPD) of a molecular structure, F6N3Na4O12S6 at a distorted geometry.

```
! RIJCOSX wB97M-V def2-TZVPD def2/J DEFGRID3
* xyz 0 2
Na 3.0382 3.3668 4.1228
Na 1.0674 -1.2817 4.3293
Na -0.0402 -0.2167 -2.9781
Na 2.0103 -2.9563 1.7040
N 1.2410 -0.7056 1.8067
S 2.2282 0.6840 1.1965
O 2.4654 1.7340 2.2431
O 2.2330 1.1698 -0.2469
F 3.6014 -0.1821 1.3825
S 0.0194 -0.0199 1.1232
O -0.1701 -0.0370 -0.3592
O -0.5079 1.0835 1.8702
F -1.0126 -1.1027 1.6830
N -4.8434 1.2636 2.7457
S -4.6071 2.4983 1.6136
O -5.5130 2.4560 0.4860
O -3.2156 2.8710 1.4939
F -5.1322 3.6152 2.7000
S -4.5674 0.1277 1.7802
O -3.3250 -0.0350 0.9616
O -5.9460 -0.2274 1.3984
F -4.2696 -0.8799 3.0662
N 2.0394 -0.8036 -3.5532
S 2.9711 -1.5528 -2.6044
O 4.1979 -0.7746 -2.1597
O 3.0798 -2.9991 -2.6084
F 2.0740 -1.4862 -1.3201
S 2.7157 -1.4316 -4.9992
O 2.1689 -2.7035 -5.4572
O 4.0926 -1.0633 -5.3659
F 1.9063 -0.4112 -6.0546
*
```

Calculated values
<S²>: 0.7522
strongest force on any atom: 9.67 eV/A
gap between HOMO and LUMO (spin up / spin down): 3.4574 / 4.7263 eV
DFT total energy: -4704.4746 Eh

Löwdin atomic charge list, values in e, 2 entries: number 1, Na, carries 0.84; number 2, Na, carries 0.55

# 2
The following is a DFT calculation (wB97M-V/def2-TZVPD) of a molecular structure, F6N3O16PS6Tl at a distorted geometry.

```
! RIJCOSX wB97M-V def2-TZVPD def2/J DEFGRID3
* xyz -2 2
Tl 25.0182 -20.3730 -14.6910
N 27.2079 -18.6668 -14.7571
S 28.6001 -18.8914 -14.1907
O 28.9465 -18.2355 -12.9007
O 29.6871 -19.1501 -15.1426
F 28.1615 -20.3691 -13.5969
S 27.5578 -17.2264 -15.6096
O 27.9429 -17.3524 -16.9869
O 28.1743 -16.1719 -14.8334
F 25.9966 -16.8272 -15.5029
N 25.6627 -20.6961 -11.9643
S 25.4029 -19.3362 -10.9155
O 26.5462 -18.8058 -10.2934
O 24.1342 -19.2517 -10.1863
F 25.1134 -18.3671 -12.1715
S 26.0705 -21.5950 -10.8192
O 25.1480 -22.0743 -9.8107
O 27.4786 -21.5720 -10.4439
F 26.0382 -22.8928 -11.7202
N 26.3539 -22.8127 -15.4507
S 28.0506 -22.8737 -15.7564
O 28.3853 -23.7217 -16.8482
O 28.9516 -22.8537 -14.5786
F 28.2700 -21.5071 -16.5549
S 26.2368 -24.3162 -15.1589
O 27.0174 -25.0235 -14.1551
O 25.7073 -25.0370 -16.2564
F 24.8792 -24.1962 -14.2729
P 22.3413 -21.0303 -17.2495
O 23.2362 -20.5078 -18.4136
O 21.6305 -19.6834 -17.2364
O 23.0445 -21.6758 -16.0188
O 21.2876 -21.5806 -18.2342
*
```

Calculated values
<S²>: 1.7749
strongest force on any atom: 10.61 eV/A
gap between HOMO and LUMO (spin up / spin down): 3.4861 / 7.6716 eV
DFT total energy: -4870.1153 Eh

Löwdin atomic charge list, values in e, 2 entries: number 1, Tl, carries 1.14; number 2, N, carries -0.39

# 3
The following is a DFT calculation (wB97M-V/def2-TZVPD) of a molecular structure, FFeH8O4 at a distorted geometry.

```
! RIJCOSX wB97M-V def2-TZVPD def2/J DEFGRID3
* xyz 1 5
Fe -24.8977 28.9976 8.8464
F -26.4155 29.8089 7.9095
O -25.6997 29.3803 10.6770
H -25.6608 28.6438 11.3101
H -26.2995 30.0284 11.0825
O -29.1425 28.2727 8.3400
H -29.6309 28.9598 8.8062
H -28.2836 28.6639 8.1538
O -26.8186 29.5719 5.0623
H -26.8034 29.6968 6.0206
H -26.8057 30.4644 4.6986
O -27.3872 32.3756 7.0743
H -26.7191 33.0363 7.2852
H -26.9741 31.5266 7.2773
*
```

Calculated values
<S²>: 6.0055
strongest force on any atom: 3.58 eV/A
ΔE to the lowest compared entry with this formula, charge and spin: 0.0 kJ/mol
gap between HOMO and LUMO (spin up / spin down): 6.0927 / 5.8386 eV
DFT total energy: -1668.9943 Eh

Löwdin atomic charge list, values in e, 2 entries: number 1, Fe, carries 1.34; number 2, F, carries -0.43

# 4
The following is a DFT calculation (wB97M-V/def2-TZVPD) of a molecular structure, FH14HfO7 at a distorted geometry.

```
! RIJCOSX wB97M-V def2-TZVPD def2/J DEFGRID3
* xyz 3 1
Hf 0.6519 1.7675 0.7742
F 0.2994 0.0486 0.1941
O 2.1751 0.8311 1.1761
H 2.3671 0.3609 1.9875
H 2.9808 0.7645 0.6637
O -0.5949 1.9693 -0.5467
H -0.4626 2.3736 -1.4042
H -1.5446 1.8800 -0.4675
O -0.7187 -1.8336 0.7812
H -1.3972 -1.5035 1.3701
H -0.3640 -1.0502 0.3607
O 0.8011 -0.4951 -2.0908
H 0.1970 -0.1062 -1.4583
H 1.5348 -0.8073 -1.5612
O 1.5738 -1.9523 0.0300
H 0.9947 -2.6002 0.4313
H 1.1120 -1.1204 0.1342
O -1.2512 -0.0974 -1.4642
H -0.6029 -0.1916 -0.7663
H -1.8821 -0.7987 -1.3018
O -1.7068 1.0097 0.7960
H -2.0498 1.4080 1.5959
H -2.1129 0.1434 0.7660
*
```

Calculated values
strongest force on any atom: 9.09 eV/A
ΔE to the lowest compared entry with this formula, charge and spin: 813.1 kJ/mol
gap between HOMO and LUMO: 4.1246 eV
DFT total energy: -681.2981 Eh

Löwdin atomic charge list, values in e, 2 entries: number 1, Hf, carries 2.23; number 2, F, carries -0.40

# 5
The following is a DFT calculation (wB97M-V/def2-TZVPD) of 8 unconnected molecules or ions with the total composition FH14O7 at a distorted geometry.

```
! RIJCOSX wB97M-V def2-TZVPD def2/J DEFGRID3
* xyz -1 1
F -2.3760 20.4420 3.1660
O -3.6850 18.1670 3.6380
H -3.5070 17.9340 4.5470
H -3.2790 19.0340 3.5100
O -2.2080 21.3200 5.8040
H -1.6280 20.7550 6.3060
H -2.0880 21.0850 4.8830
O 0.0710 20.7030 3.4750
H -0.8710 20.4750 3.3080
H 0.3960 19.9390 3.9090
O -1.2650 18.7650 1.0750
H -1.7500 17.9620 1.1520
H -1.6010 19.2510 1.8510
O -4.9560 20.9570 4.0380
H -5.0170 21.2440 4.9230
H -4.0390 20.8280 3.8940
O -2.8550 23.1570 3.1380
H -2.7960 22.1880 3.1820
H -2.0180 23.4250 3.4070
O -4.1330 20.0600 1.1270
H -3.5880 20.4460 1.8120
H -4.2700 20.7980 0.5550
*
```

Calculated values
strongest force on any atom: 2.59 eV/A
ΔE to the lowest compared entry with this formula, charge and spin: 51.9 kJ/mol
gap between HOMO and LUMO: 10.3519 eV
DFT total energy: -635.0428 Eh

Löwdin atomic charge list, values in e, 2 entries: number 1, F, carries -0.45; number 2, O, carries -0.07

# 6
The following is a DFT calculation (wB97M-V/def2-TZVPD) of a molecular structure, FH2NOS2 at a distorted geometry.

```
! RIJCOSX wB97M-V def2-TZVPD def2/J DEFGRID3
* xyz 0 1
N 1.9930 0.3842 -0.3060
O -0.4641 -0.7254 -0.0397
F 1.8716 2.0707 -0.0466
S 1.0676 -0.4822 0.6903
S -1.8763 -1.5369 0.5341
H 1.7224 0.5067 -1.2731
H -2.7668 -0.4963 0.3878
*
```

Calculated values
strongest force on any atom: 2.49 eV/A
ΔE to the lowest compared entry with this formula, charge and spin: 58.5 kJ/mol
gap between HOMO and LUMO: 8.9233 eV
DFT total energy: -1027.2689 Eh

Löwdin atomic charge list, values in e, 2 entries: number 1, N, carries -0.28; number 2, O, carries -1.01

- Which of these has the highest strongest force on any atom?
  F6N3O16PS6Tl

What did the fifth record say?
The following is a DFT calculation (wB97M-V/def2-TZVPD) of 8 unconnected molecules or ions with the total composition FH14O7 at a distorted geometry.

```
! RIJCOSX wB97M-V def2-TZVPD def2/J DEFGRID3
* xyz -1 1
F -2.3760 20.4420 3.1660
O -3.6850 18.1670 3.6380
H -3.5070 17.9340 4.5470
H -3.2790 19.0340 3.5100
O -2.2080 21.3200 5.8040
H -1.6280 20.7550 6.3060
H -2.0880 21.0850 4.8830
O 0.0710 20.7030 3.4750
H -0.8710 20.4750 3.3080
H 0.3960 19.9390 3.9090
O -1.2650 18.7650 1.0750
H -1.7500 17.9620 1.1520
H -1.6010 19.2510 1.8510
O -4.9560 20.9570 4.0380
H -5.0170 21.2440 4.9230
H -4.0390 20.8280 3.8940
O -2.8550 23.1570 3.1380
H -2.7960 22.1880 3.1820
H -2.0180 23.4250 3.4070
O -4.1330 20.0600 1.1270
H -3.5880 20.4460 1.8120
H -4.2700 20.7980 0.5550
*
```

Calculated values
strongest force on any atom: 2.59 eV/A
ΔE to the lowest compared entry with this formula, charge and spin: 51.9 kJ/mol
gap between HOMO and LUMO: 10.3519 eV
DFT total energy: -635.0428 Eh

Löwdin atomic charge list, values in e, 2 entries: number 1, F, carries -0.45; number 2, O, carries -0.07

- Which of these has the lowest strongest force on any atom?
  FH2NOS2

- The highest DFT total energy belongs to which entry?
  FH14O7